--- a ---
# CH5N3

CH5N3 in the gas phase (ωB97M-V/def2-TZVPD, the Open Molecules 2025 dataset).

Results
Total charge: 0
Structure (SMILES): [H]/N=C\NN
HOMO: -0.3364 Ha

Each line ends with the Löwdin charge.
Atoms and positions in Å:
C -0.41 -0.64 -0.05  -0.3685
H -0.53 2.14 0.15  0.0952
H 0.01 1.72 -1.41  0.0869
H 1.37 0.32 0.61  0.1498
H -1.23 -0.33 -0.67  0.0996
H 0.36 -2.02 1.11  0.0451
N 0.28 1.72 -0.39  -0.0202
N 0.48 0.39 0.05  -0.1317
N -0.41 -1.83 0.42  0.0438



--- b ---
# CH5N3

CH5N3 in the gas phase (ωB97M-V/def2-TZVPD, the Open Molecules 2025 dataset).

Results
Total charge: 0
Structure (SMILES): N=C(N)N
HOMO: -0.3112 Ha

Each line ends with the Löwdin charge.
Atoms and positions in Å:
C -0.02 0.08 -0.05  -0.7135
H 1.99 -0.67 -0.33  0.1441
H 0.63 -1.83 0.46  0.1416
H -1.56 -1.24 0.03  0.0822
H -2.02 0.46 0.27  0.1282
H 1.38 1.37 0.12  0.0412
N 0.97 -0.86 0.01  0.0385
N -1.34 -0.26 -0.07  0.0993
N 0.32 1.33 0.03  0.0384



Least stable: a



--- a ---
# C4H4FNOS

A molecular structure, C4H4FNOS (ωB97M-V/def2-TZVPD, the Open Molecules 2025 dataset).

Results
Total charge: 0
HOMO: -0.3363 Ha

Each line ends with the Löwdin charge.
Atoms and positions in Å:
C 0.15 0.31 -1.13  -0.2809
C -1.09 -0.12 -0.53  -0.0344
C -1.40 -0.42 0.76  -0.1961
C -0.50 -0.01 1.96  -0.0227
H 3.58 -0.46 -1.11  -0.0120
H 0.11 0.76 -2.10  0.0801
H -1.80 -0.30 -1.27  0.0986
H 0.28 1.06 1.61  0.2146
N 1.33 0.19 -0.55  -0.4118
O -0.57 -0.95 3.02  -0.0917
F -2.73 -0.84 0.83  0.0302
S 2.64 0.76 -1.50  0.6260



--- b ---
# C4H4FNOS

C4H4FNOS in the gas phase (ωB97M-V/def2-TZVPD, the Open Molecules 2025 dataset).

Results
Total charge: 0
Structure (SMILES): F/C=C1/NC(=S)CO1
HOMO: -0.3286 Ha

Each line ends with the Löwdin charge.
Atoms and positions in Å:
C 0.82 2.19 -0.45  0.0067
C 0.52 0.93 -0.25  -0.3026
C -0.59 -0.94 0.48  -0.7861
C 0.73 -1.39 -0.01  -0.1306
H 0.23 3.00 0.02  0.1246
H -1.45 0.82 0.67  0.1502
H 0.93 -2.19 -0.79  0.1557
H 1.42 -1.65 0.95  0.1823
N -0.55 0.40 0.46  0.0800
O 1.22 -0.19 -0.64  -0.0174
F 1.71 2.50 -1.57  -0.0583
S -1.96 -1.78 1.04  0.5956



Least stable: a



--- a ---
# CH3PS4

2 unconnected molecules or ions with the total composition CH3PS4 (ωB97M-V/def2-TZVPD, the Open Molecules 2025 dataset).

Results
Total charge: 0
HOMO (spin up / spin down): -0.3088 / -0.3057 Ha

Each line ends with the Löwdin charge.
Atoms and positions in Å:
C -0.71 -1.94 -1.63  -0.7662
P -1.30 2.95 0.13  0.1944
S -1.26 -1.18 -2.95  0.5129
S -0.88 2.68 2.26  0.2353
S 0.31 -0.14 0.08  0.1100
S -0.32 1.42 -0.91  -0.0866
H -1.30 -1.74 -0.65  -0.0195
H 0.27 -2.58 -1.67  0.0445
H -2.09 3.15 2.56  -0.2249



--- b ---
# CH3PS4

CH3PS4 in the gas phase (ωB97M-V/def2-TZVPD, the Open Molecules 2025 dataset).

Results
Total charge: 0
Structure (SMILES): S=S1#P(SS)C1
HOMO: -0.2963 Ha

Each line ends with the Löwdin charge.
Atoms and positions in Å:
C 0.77 1.52 0.13  -0.6533
P -0.37 0.38 0.94  0.4038
S 1.90 -0.06 0.57  0.0973
S 2.41 -1.34 -0.76  -0.0032
S -2.15 -2.16 0.22  0.2259
S -1.03 -0.72 -0.63  -0.0006
H 0.73 1.78 -0.97  0.0707
H 1.16 2.25 0.75  -0.0169
H -3.42 -1.66 -0.26  -0.1237



Least stable: a



--- a ---
# C10H16N2

C10H16N2 in the gas phase (ωB97M-V/def2-TZVPD, the Open Molecules 2025 dataset).

Results
Total charge: 0
Structure (SMILES): CC(C)C(C)(C)C(C)(C#N)C#N
HOMO: -0.4212 Ha

Each line ends with the Löwdin charge.
Atoms and positions in Å:
N 3.09 1.36 0.26  0.2003
N 0.26 2.08 3.18  0.2067
C 1.93 1.42 0.45  -0.1898
C 0.44 1.71 2.10  -0.2029
C -0.19 2.41 -0.14  -0.0139
C -1.05 -1.83 -1.31  -0.0716
C 1.04 -0.61 -1.84  -0.0644
C 0.69 -1.26 1.16  -0.0358
C -1.55 -0.28 1.13  -0.0401
C 0.49 1.33 0.70  -0.4041
C -0.27 -0.50 -1.07  -0.3688
C -0.12 -0.14 0.45  -0.3863
H 0.10 2.34 -1.23  0.1110
H -1.26 2.30 -0.10  0.0803
H 0.02 3.43 0.20  0.1047
H -0.49 -2.69 -0.92  0.0809
H -2.05 -1.88 -0.87  0.0693
H -1.21 -1.98 -2.40  0.0920
H 0.81 -0.85 -2.85  0.0685
H 1.65 -1.41 -1.41  0.0873
H 1.61 0.32 -1.89  0.0669
H 0.31 -2.23 0.99  0.0693
H 1.74 -1.26 0.91  0.0850
H 0.63 -1.12 2.19  0.0650
H -1.85 -1.32 1.24  0.0760
H -1.61 0.14 2.15  0.0847
H -2.32 0.21 0.46  0.0994
H -0.86 0.32 -1.55  0.1305



--- b ---
# C10H16N2

C10H16N2 in the gas phase (ωB97M-V/def2-TZVPD, the Open Molecules 2025 dataset).

Results
Total charge: 0
Structure (SMILES): CCC1=C(C)N1N1C(C)=C1CC
HOMO: -0.2724 Ha

Each line ends with the Löwdin charge.
Atoms and positions in Å:
C 0.59 1.33 -0.01  -0.1674
C 0.63 -2.08 0.10  -0.1357
C 0.31 0.78 1.13  -0.1633
C 0.19 -1.30 -0.80  -0.1784
C 0.56 2.28 -1.13  -0.0385
C 0.79 -3.08 1.11  -0.0242
C -1.37 1.88 2.68  -0.0960
C 0.16 -0.54 -3.04  -0.1091
C -0.73 0.59 2.17  -0.1954
C -0.69 -0.74 -1.84  -0.1814
N 1.55 0.21 0.50  -0.0010
N 1.46 -0.89 -0.30  -0.0506
H 0.97 1.80 -2.08  0.0822
H 1.20 3.20 -0.92  0.1019
H -0.52 2.53 -1.23  0.0904
H 0.12 -2.88 1.93  0.0830
H 1.79 -3.04 1.47  0.0836
H 0.50 -3.99 0.64  0.0767
H -0.70 2.66 2.77  0.0513
H -1.84 1.67 3.65  0.0815
H -2.14 2.18 2.05  0.0498
H -0.21 0.13 -3.78  0.0591
H 0.22 -1.52 -3.55  0.0919
H 1.17 -0.07 -2.74  0.0975
H -1.57 -0.06 1.81  0.1258
H -0.11 0.16 2.99  0.1224
H -1.46 -1.36 -2.11  0.0977
H -0.89 0.18 -1.51  0.0463



Least stable: b



--- a ---
# C7H16N2O

A molecular structure, C7H16N2O (ωB97M-V/def2-TZVPD, the Open Molecules 2025 dataset).

Results
Total charge: 0
HOMO: -0.2912 Ha

Each line ends with the Löwdin charge.
Atoms and positions in Å:
C 0.50 -1.32 -0.03  -0.4832
C -0.39 2.91 0.34  -0.1627
C 0.04 -2.01 1.24  -0.0710
C -0.25 -1.80 -1.26  -0.0759
C -1.99 0.78 -0.31  -0.0802
C -0.59 1.10 0.06  -0.1708
C 0.54 0.56 0.32  -0.2266
N 1.94 -1.61 -0.20  -0.0004
N 1.80 0.91 0.72  0.0685
O -0.89 3.56 -0.80  -0.0963
H -0.29 3.33 -1.53  0.0941
H 2.24 -1.27 -1.12  0.0868
H 2.12 -2.61 -0.17  0.0845
H 2.41 0.08 0.65  0.0630
H 1.82 1.30 1.65  0.0959
H 0.64 3.21 0.54  0.0844
H -1.00 3.16 1.20  0.0945
H 0.59 -1.65 2.12  0.0807
H 0.21 -3.10 1.20  0.0811
H -1.02 -1.86 1.42  0.0736
H -1.33 -1.77 -1.13  0.0638
H -0.02 -2.85 -1.49  0.0819
H 0.01 -1.21 -2.15  0.0834
H -2.07 0.63 -1.39  0.0813
H -2.65 1.63 -0.08  0.0799
H -2.37 -0.09 0.21  0.0695



--- b ---
# C7H16N2O

C7H16N2O in the gas phase (ωB97M-V/def2-TZVPD, the Open Molecules 2025 dataset).

Results
Total charge: 0
Structure (SMILES): CC(=O)C(C)(C)NN(C)C
HOMO: -0.3201 Ha

Each line ends with the Löwdin charge.
Atoms and positions in Å:
C 0.43 0.70 0.31  -0.5154
C 1.05 -2.69 -0.83  -0.0963
C -1.17 -1.81 -0.54  -0.0797
C 0.54 1.19 -1.12  -0.0357
C 1.46 1.43 1.21  -0.0182
C -1.77 2.09 0.47  -0.0015
N 0.24 -1.49 -0.69  -0.2867
N 0.78 -0.72 0.37  -0.0015
C -0.93 0.94 0.98  -0.4193
O -1.28 0.26 1.91  0.0799
H 0.49 -1.09 1.28  0.1264
H 0.76 -3.20 -1.75  0.0773
H 2.09 -2.39 -0.90  0.0796
H -1.38 -2.34 0.40  0.0928
H -1.48 -2.43 -1.38  0.0846
H -1.75 -0.89 -0.56  0.0717
H 0.93 -3.39 0.01  0.0810
H -0.25 0.78 -1.74  0.0759
H 0.51 2.28 -1.17  0.0803
H 2.46 1.18 0.86  0.0862
H 1.36 1.10 2.24  0.0868
H 1.32 2.50 1.16  0.0822
H 1.49 0.86 -1.53  0.0901
H -2.09 1.89 -0.54  0.0805
H -1.17 3.01 0.45  0.0912
H -2.64 2.23 1.11  0.0878



--- c ---
# C7H16N2O

2 unconnected molecules or ions with the total composition C7H16N2O (ωB97M-V/def2-TZVPD, the Open Molecules 2025 dataset).

Results
Total charge: 0
HOMO: -0.2362 Ha

Each line ends with the Löwdin charge.
Atoms and positions in Å:
C 0.58 -0.26 1.72  -0.3172
C 1.03 -1.54 1.12  -0.1805
C 0.26 -1.43 -0.20  -0.0932
C -0.81 -0.10 2.12  -0.0323
N 1.38 0.79 1.70  0.1877
H 0.95 1.70 1.60  0.1036
H 2.31 0.68 1.32  0.1194
H 2.11 -1.55 0.97  0.1082
H 0.76 -2.41 1.73  0.1100
H -0.68 -1.98 -0.14  0.0747
H 0.86 -1.75 -1.04  0.0666
H -1.26 -1.04 2.44  0.0956
H -1.36 0.27 1.18  0.0779
H -0.94 0.67 2.88  0.0957
C 0.80 0.85 -1.69  -0.0663
C -1.32 -0.47 -2.11  -0.0829
C -0.47 0.28 -1.09  -0.5345
O -0.50 2.20 0.27  -0.1755
N -1.29 1.09 -0.37  -0.0737
H -1.15 2.89 0.26  0.0742
H 0.55 1.70 -2.33  0.0853
H 1.49 1.22 -0.93  0.0520
H -0.79 -1.31 -2.55  0.0714
H -2.24 -0.83 -1.65  0.0779
H -1.60 0.22 -2.91  0.0809
H 1.31 0.11 -2.30  0.0748



Least stable: c



--- a ---
# C6H10S2

C6H10S2 in the gas phase (ωB97M-V/def2-TZVPD, the Open Molecules 2025 dataset).

Results
Total charge: 0
Structure (SMILES): CC1(S)C[C@@H]2S[C@H]2C1
HOMO: -0.3268 Ha

Each line ends with the Löwdin charge.
Atoms and positions in Å:
C -1.29 1.40 0.08  -0.1379
C -0.79 -0.07 -0.04  -0.7779
C 0.27 -0.22 -1.38  -0.1225
C 1.60 -0.05 -0.60  -0.6778
C 1.40 -0.89 0.71  -0.4323
C 0.20 -0.20 1.30  -0.2001
H -2.04 1.77 -0.64  0.0811
H -0.35 2.02 0.04  0.0873
H -1.74 1.61 1.01  0.0552
H -1.33 -2.36 -0.74  -0.0155
H -0.02 -1.13 -1.95  0.0823
H 0.04 0.71 -2.03  0.1211
H 1.57 1.05 -0.20  0.1017
H 1.16 -1.82 0.40  0.0348
H -0.29 -0.68 2.16  0.0878
H 0.60 0.71 1.92  0.1454
S -2.16 -1.26 -0.03  0.7066
S 3.16 -0.56 -0.03  0.8606



--- b ---
# C6H10S2

2 unconnected molecules or ions with the total composition C6H10S2 (ωB97M-V/def2-TZVPD, the Open Molecules 2025 dataset).

Results
Total charge: 0
HOMO: -0.3032 Ha

Each line ends with the Löwdin charge.
Atoms and positions in Å:
C -0.12 -1.23 -1.08  -0.1408
C 0.35 -0.41 0.13  -0.4785
C 1.62 0.45 -0.47  -0.3671
C -0.91 1.81 -0.02  -0.3082
C -0.22 0.81 0.97  -0.3811
C -0.28 -0.55 1.58  -0.5098
H 0.34 -2.24 -0.86  0.0896
H -1.10 -1.01 -1.42  0.0502
H 0.64 -0.96 -1.99  0.1008
H 2.36 0.79 0.25  0.0485
H 2.17 -0.08 -1.39  0.0945
H -1.32 2.67 0.44  0.0424
H -1.87 1.54 -0.47  0.0648
H 0.52 1.47 1.35  0.0903
H 0.73 -0.82 2.20  0.1681
H -1.64 -2.94 0.50  0.0985
S 0.72 2.05 -1.19  0.7362
S -2.00 -1.35 1.46  0.6015



Least stable: b